1.
This record from OMol25 describes a 4-piece molecular cluster, CH8O4 overall at a distorted geometry. The level of theory is ωB97M-V/def2-TZVPD.

```
13
Properties=species:S:1:pos:R:3
O -0.493 -1.997 -0.553
C 0.404 -2.163 -1.380
H 1.325 -2.652 -1.140
H 0.283 -1.823 -2.422
H 0.878 1.706 1.880
H -0.031 1.080 0.917
O 0.371 1.920 1.092
H -1.322 -1.012 1.546
H -0.627 -1.389 2.840
O -0.750 -0.617 2.194
H 0.334 2.381 -0.815
H -0.120 2.468 -2.434
O 0.479 2.220 -1.744
```

Output
**Orbital gap**: 11.1 eV
**E_HOMO**: -0.388 Ha
**Calculated total energy**: -9355.659 eV
**Total charge**: 0
**SMILES**: C=O.O.O.O
**ΔE to the lowest compared entry with this formula, charge and spin**: 14.4 kcal per mole

---

2.
This record from OMol25 describes a 4-piece molecular cluster, CH8O4 overall at a distorted geometry. The level of theory is ωB97M-V/def2-TZVPD.

```
13
Properties=species:S:1:pos:R:3
O 0.090 -1.557 -1.769
C -0.224 -0.528 -2.197
H 0.275 0.428 -2.013
H -1.131 -0.458 -2.907
H 0.242 0.469 2.246
H 1.054 0.580 1.080
O 0.431 1.065 1.530
H 1.985 -1.567 1.657
H 0.654 -1.964 1.267
O 1.167 -1.525 1.996
H -0.921 1.452 0.337
H -1.789 1.966 -1.049
O -1.833 1.638 -0.179
```

Output
**Orbital gap**: 10.9 eV
**E_HOMO**: -0.383 Ha
**Calculated total energy**: -9355.246 eV
**Total charge**: 0
**SMILES**: C=O.O.O.O
**ΔE to the lowest compared entry with this formula, charge and spin**: 23.9 kcal per mole

---

> Look up the ΔE to the lowest compared entry with this formula, charge and spin of the second one.

23.9 kcal per mole

---

> Which of these has the highest E_HOMO?

number 2